DFT (ωB97M-V/def2-TZVPD) results for a molecular structure, C34H76N3O3P in a non-equilibrium geometry.

Positions of all 117 atoms, in Å:
C1 2.9697 -6.3150 1.4715
C2 1.5258 -6.6190 1.6969
C3 0.4552 -5.6029 1.3958
C4 0.7524 -4.2303 2.0954
P1 -0.3877 -2.8124 1.6237
C5 -2.0306 -3.3168 2.3215
C6 -3.2726 -2.4907 1.8536
C7 -3.5955 -1.1562 2.6167
C8 -5.0416 -0.7124 2.4212
C9 -0.4984 -2.6663 -0.1602
C10 0.8857 -2.7132 -0.8256
C11 0.7797 -2.5135 -2.4188
C12 -0.0473 -1.2350 -2.9011
C13 0.2742 -1.2675 2.3690
C14 0.6536 -1.4490 3.8039
C15 1.3363 -0.1814 4.3386
C16 1.7523 -0.2938 5.8182
H1 3.2477 -6.3338 0.4177
H2 3.5342 -7.1917 1.7891
H3 3.3177 -5.4167 1.9815
H4 1.4240 -6.8493 2.7574
H5 1.2261 -7.5014 1.1315
H6 -0.5063 -6.0199 1.6955
H7 0.2721 -5.5667 0.3218
H8 1.7289 -3.9471 1.7025
H9 0.6864 -4.2917 3.1817
H10 -1.9700 -3.4457 3.4021
H11 -2.0274 -4.2987 1.8481
H12 -4.2421 -2.9886 1.8727
H13 -3.2281 -2.4062 0.7678
H14 -2.9021 -0.4011 2.2464
H15 -3.3776 -1.2827 3.6772
H16 -5.3353 -0.0152 3.2059
H17 -5.7875 -1.4951 2.5596
H18 -5.3021 -0.3697 1.4198
H19 -0.9825 -1.7073 -0.3451
H20 -1.1902 -3.4398 -0.4936
H21 1.3095 -3.7125 -0.7260
H22 1.5767 -1.9152 -0.5543
H23 0.2520 -3.4107 -2.7421
H24 1.7639 -2.5214 -2.8872
H25 0.4315 -0.3255 -2.5381
H26 -1.0378 -1.2073 -2.4469
H27 -0.1242 -1.0311 -3.9690
H28 -0.4810 -0.5053 2.1766
H29 1.1369 -0.9986 1.7595
H30 1.5114 -2.1213 3.8229
H31 -0.0618 -1.8628 4.5145
H32 0.5707 0.5844 4.2139
H33 2.1466 0.1461 3.6872
H34 1.0545 -0.9204 6.3737
H35 1.6739 0.6671 6.3269
H36 2.6758 -0.8191 6.0617
C17 0.2706 0.2562 0.9987
C18 0.4302 1.5372 0.1181
C19 1.7969 1.5634 -0.6330
C20 2.0528 0.3288 -1.6071
N1 3.3887 0.4056 -2.3703
C21 3.3253 1.4381 -3.5343
C22 4.0676 0.9795 -4.8554
C23 4.4881 -0.4548 -4.4447
C24 3.5976 -0.8848 -3.2522
C25 4.6437 0.4129 -1.4028
H37 -0.6112 0.3822 1.6269
H38 1.0671 0.1065 1.7275
H39 0.0919 -0.5978 0.3453
H40 0.2817 2.2951 0.8873
H41 -0.3798 1.5936 -0.6091
H42 2.5257 1.6486 0.1731
H43 1.7800 2.4889 -1.2085
H44 1.2488 0.1341 -2.3169
H45 2.1586 -0.5562 -0.9796
H46 3.5864 2.4175 -3.1334
H47 2.2990 1.3700 -3.8952
H48 4.8976 1.6226 -5.1479
H49 3.4077 0.9620 -5.7228
H50 5.5602 -0.4461 -4.2486
H51 4.3900 -1.0280 -5.3666
H52 3.9182 -1.7112 -2.6178
H53 2.5748 -1.0347 -3.5979
H54 4.2459 -0.1045 -0.5298
H55 4.8625 1.4388 -1.1067
H56 5.4543 -0.0234 -1.9866
C26 1.5350 4.5891 0.5016
C27 0.1542 4.9626 1.0851
C28 -1.0076 5.1058 0.1211
C29 -1.3710 3.7641 -0.5772
N2 -2.6226 3.8346 -1.5060
C30 -3.8783 4.4218 -0.8899
C31 -5.0514 3.7565 -1.5821
C32 -4.4977 2.4983 -2.2717
C33 -2.9705 2.4474 -2.0304
C34 -2.3111 4.6578 -2.7253
H57 1.5235 3.5039 0.3997
H58 2.3354 4.7555 1.2226
H59 1.7667 5.1347 -0.4131
H60 0.3421 5.8930 1.6209
H61 -0.1224 4.3366 1.9335
H62 -0.8541 5.9015 -0.6079
H63 -1.8232 5.4135 0.7755
H64 -1.6237 3.1096 0.2570
H65 -0.5683 3.2777 -1.1314
H66 -3.8281 5.4963 -0.7137
H67 -3.8570 3.9033 0.0686
H68 -5.5026 4.4860 -2.2548
H69 -5.8084 3.6344 -0.8075
H70 -4.7751 2.6806 -3.3100
H71 -5.0644 1.6536 -1.8801
H72 -2.4150 2.2451 -2.9462
H73 -2.7560 1.7829 -1.1935
H74 -1.9235 5.6177 -2.3841
H75 -3.1394 4.7359 -3.4295
H76 -1.4636 4.0496 -3.0413
N3 -2.3712 0.5806 0.1524
O1 -3.4563 0.4104 -0.2411
O2 -1.9452 1.6889 0.5053
O3 -1.5657 -0.3727 0.2510

Properties
* frontier orbital gap: 9.2538 eV
* charge: +2
* total energy: -2071.28683 hartree
* ΔE to the lowest compared entry with this formula, charge and spin: 12.679 eV

Mulliken atomic charge list, values in e, 99 entries: C -1.2713; C -0.6007; C -0.7338; C -1.0499; P 1.4885; C -1.4466; C -0.5788; C 0.3998; C -1.5710; C -0.7407; C -0.2164; C -1.1688; C -1.3082; C 0.5367; C -1.3957; C -0.3030; C -1.4070; H 0.2848; H 0.4334; H 0.3196; H 0.3065; H 0.4313; H 0.3172; H 0.4574; H 0.3170; H 0.7742; H 0.5524; H 0.4970; H 0.6455; H 0.1855; H -0.4094; H 0.5873; H 0.3849; H 0.4426; H 0.2714; H 0.0952; H 0.9480; H 0.4179; H 0.2661; H 0.6807; H 0.5781; H 0.9021; H 0.3449; H 0.5104; H -0.5037; H 0.8052; H 0.2803; H 0.4950; H 0.3175; H 0.3257; H 0.3583; H 0.3723; H 0.3572; C -2.3634; C 0.3098; C -1.1948; C 0.0742; N 0.5409; C -0.3579; C -0.8071; C -0.6997; C -0.6488; C -0.6615; H 1.4276; H 0.7817; H -0.8306; H 0.4673; H 0.1717; H 0.4395; H 0.5579; H -0.7524; H -0.6116; H 0.5515; H 0.1227; H 0.3173; H 0.3767; H 0.3582; H 0.3971; H 0.3927; H 0.2780; H 0.2589; H 0.3019; H 0.3712; C -0.2991; C -0.9337; C -0.4605; C -0.1232; N 0.4021; C -0.6333; C -0.9711; C -0.7031; C 1.1400; C -0.9572; H -0.1514; H 0.4653; H 0.2957; H 0.4744; H 0.5048; H 0.2571

=====

DFT (ωB97M-V/def2-TZVPD) results for 7 unconnected molecules or ions with the total composition C34H80N4O7 in a non-equilibrium geometry.

Positions of all 125 atoms, in Å:
C1 -3.0514 5.3706 1.9486
C2 -2.4617 3.9823 1.9654
C3 -2.7544 3.2910 0.5821
C4 -0.9456 4.1029 2.0820
C5 -0.1531 2.8607 2.4944
C6 -0.8073 2.3312 3.7483
C7 -2.2970 2.0212 3.5859
C8 -2.5712 0.7909 2.6694
C9 -2.7844 1.6630 5.0818
N1 -2.9962 3.2356 3.1474
O1 -4.4136 3.2377 3.0834
H1 -3.1447 5.7419 2.9694
H2 -2.5778 6.0456 1.2359
H3 -4.0724 5.3317 1.5611
H4 -2.3213 3.9804 -0.1482
H5 -2.1176 2.4229 0.3959
H6 -3.7552 3.0184 0.2504
H7 -0.6368 4.2549 1.0435
H8 -0.7158 5.0382 2.5937
H9 -0.1698 2.1255 1.6902
H10 0.8629 3.1927 2.7075
H11 -0.6023 2.9648 4.6105
H12 -0.2599 1.3912 3.8687
H13 -2.6342 -0.1453 3.2266
H14 -1.7865 0.6669 1.9226
H15 -3.5234 0.8690 2.1473
H16 -2.2936 0.7185 5.3109
H17 -3.8644 1.5063 5.1170
H18 -2.6388 2.4901 5.7757
H19 -4.5948 3.9084 3.7477
C10 4.5899 0.8515 0.4290
C11 3.7437 -0.2686 0.9960
C12 4.2558 -0.5543 2.4527
C13 2.2827 0.3966 1.0832
C14 1.1192 -0.6407 0.9961
C15 1.4266 -1.6708 -0.0916
C16 2.6976 -2.4576 0.1104
C17 2.6024 -3.3613 1.3847
C18 2.9489 -3.3298 -1.1637
N2 3.7270 -1.4205 0.1569
O2 4.9941 -1.9541 0.0152
H20 4.4589 1.8140 0.9295
H21 5.6504 0.6464 0.2945
H22 4.0441 1.1490 -0.4719
H23 3.4578 -1.0889 2.9649
H24 5.2263 -1.0447 2.5419
H25 4.5313 0.3785 2.9501
H26 2.1372 0.8259 2.0778
H27 2.0453 1.2361 0.4278
H28 1.0720 -1.1206 1.9759
H29 0.1520 -0.1410 0.9256
H30 1.1969 -1.3257 -1.1011
H31 0.6001 -2.3820 0.0312
H32 1.6612 -3.8672 1.5998
H33 2.6966 -2.6961 2.2435
H34 3.4659 -4.0249 1.4286
H35 2.3163 -4.2119 -1.0344
H36 3.9282 -3.8039 -1.1973
H37 2.6551 -2.7390 -2.0282
H38 5.2694 -1.8549 -0.9160
C19 -2.7427 -1.8734 0.0922
C20 -3.4421 -1.9519 -1.2985
C21 -2.2857 -2.2093 -2.3275
C22 -4.4011 -3.1334 -1.4277
C23 -5.7797 -2.9390 -0.9405
C24 -6.3494 -1.5799 -1.3821
C25 -5.4309 -0.3080 -1.0830
C26 -6.1106 0.8609 -1.8998
C27 -5.6140 0.0506 0.3861
N3 -4.1084 -0.6860 -1.5928
O3 -3.2446 0.4240 -1.7079
H39 -2.2766 -0.9155 0.3123
H40 -3.3522 -2.2037 0.9369
H41 -2.0141 -2.6883 0.0842
H42 -1.8844 -3.2075 -2.1476
H43 -2.6719 -2.2226 -3.3474
H44 -1.4624 -1.5022 -2.2323
H45 -4.4007 -3.4877 -2.4609
H46 -4.0369 -4.0145 -0.8920
H47 -6.4178 -3.7395 -1.3190
H48 -5.8762 -3.0144 0.1449
H49 -7.2328 -1.3912 -0.7688
H50 -6.6554 -1.6224 -2.4276
H51 -5.9717 0.8188 -2.9815
H52 -5.7428 1.8046 -1.4945
H53 -7.1937 0.8588 -1.7751
H54 -5.4820 -0.8718 0.9561
H55 -6.6508 0.3343 0.5687
H56 -4.9531 0.8338 0.7536
H57 -3.5133 0.7943 -2.5541
C28 7.5273 -1.9211 -2.4903
O4 6.1114 -1.7711 -2.3154
C29 5.4238 -0.7536 -3.0048
C30 4.5292 -1.3311 -4.1280
C31 5.2842 -2.0615 -5.2333
N4 3.7883 -0.2282 -4.8113
H58 7.6824 -2.3164 -3.4969
H59 7.9641 -2.6909 -1.8569
H60 7.9876 -0.9426 -2.3549
H61 4.7738 -0.1939 -2.3278
H62 6.1222 0.0025 -3.3746
H63 3.7334 -1.9722 -3.7516
H64 5.7466 -2.9987 -4.9124
H65 6.1023 -1.4732 -5.6528
H66 4.6180 -2.3845 -6.0332
H67 4.4444 0.4468 -5.1908
H68 3.4807 0.2520 -3.9690
C32 3.5397 3.5335 -2.5660
O5 3.2984 2.1551 -2.8534
H69 3.1158 3.7728 -1.5897
H70 4.5825 3.7441 -2.7862
H71 2.9231 4.1140 -3.2588
H72 2.4011 1.8430 -2.6882
C33 -0.0708 -3.0500 4.9433
O6 -0.6117 -2.7108 3.6731
H73 0.9189 -3.4917 4.8159
H74 0.1128 -2.2112 5.6162
H75 -0.7099 -3.8595 5.2999
H76 -1.5268 -2.4773 3.8494
C34 -0.2851 2.0112 -2.3081
O7 0.6533 0.9533 -2.6303
H77 -0.7688 1.7599 -1.3646
H78 0.2435 2.9474 -2.1218
H79 -0.9368 2.2428 -3.1502
H80 0.2284 0.0942 -2.5767

Properties
* frontier orbital gap: 7.9378 eV
* charge: 0
* SMILES: CC1(C)CCCC(C)(C)N1O.CC1(C)CCCC(C)(C)N1O.CC1(C)CCCC(C)(C)N1O.COC[C@H](C)N.CO.CO.CO
* total energy: -2088.86159 hartree
* ΔE to the lowest compared entry with this formula, charge and spin: 0.000 eV

Mulliken atomic charge list, values in e, 99 entries: C -2.1277; C 2.2469; C -1.4378; C -2.0437; C 1.0395; C -1.6041; C 1.6534; C -0.6273; C -1.8992; N 0.2480; O -0.4268; H 0.4756; H 0.3801; H 0.4227; H 0.5181; H -0.1517; H 0.2332; H 0.5625; H 0.3415; H -0.8514; H 0.6540; H 0.4676; H 0.3646; H 0.5524; H -0.3843; H -0.2974; H 0.4011; H 0.4239; H 0.4526; H 0.3540; C -1.8417; C 1.5001; C -1.8485; C -1.3517; C 0.9074; C -0.6888; C 1.4134; C -1.4468; C -1.9305; N 1.2056; O -0.6917; H 0.4711; H 0.3828; H 0.2017; H 0.3746; H 0.3348; H 0.4729; H 0.2417; H 0.3404; H -0.0742; H -0.2147; H -0.3224; H 0.2133; H 0.3297; H 0.2125; H 0.3860; H 0.5347; H 0.4415; H 0.1104; H 0.5140; C -1.5851; C 1.7857; C -1.4191; C -1.3305; C -0.7948; C -1.3502; C 1.6332; C -1.9445; C -1.2407; N 0.0419; O 0.0052; H 0.0062; H 0.3751; H 0.6083; H 0.4789; H 0.5733; H -0.2058; H 0.4875; H 0.3544; H 0.4092; H 0.3511; H 0.4521; H 0.4316; H 0.4628; H 0.3525; H 0.4258; H 0.4678; H 0.4735; H -0.3116; H 0.2453; C -0.9099; O -0.3870; C 0.2845; C 1.0805; C -1.7796; N -0.6999; H 0.2641; H 0.2924; H 0.3600

=====

DFT (ωB97M-V/def2-TZVPD) results for 11 unconnected molecules or ions with the total composition C34H81BN10O20 in a non-equilibrium geometry.

Positions of all 146 atoms, in Å:
C1 7.7248 -3.5371 3.4772
C2 8.5882 -2.3463 3.0305
C3 7.8883 -0.9703 3.0958
C4 7.3754 -0.4550 1.7505
C5 6.2557 -1.3467 1.1599
C6 6.6744 -2.3004 0.0436
C7 7.0327 -1.6277 -1.2865
C8 6.1355 -0.4425 -1.6833
C9 4.6560 -0.8016 -1.7003
C10 3.6721 0.3845 -1.7078
C11 4.0604 1.5669 -0.8027
C12 2.8979 2.2626 -0.0673
C13 1.5251 2.1904 -0.7535
C14 0.5948 1.1346 -0.1159
C15 -0.4061 1.7157 0.9069
C16 -1.8468 1.7101 0.3905
C17 -2.8851 1.8806 1.5024
C18 -4.3184 1.5641 1.0173
C19 -4.8722 0.2670 1.6106
C20 -6.4034 0.1453 1.5052
B1 -6.8513 -0.2106 0.0412
C21 -7.3654 -1.6281 -0.3591
C22 -8.9181 -1.6509 -0.2790
C23 -9.3889 -2.2291 1.0681
C24 -9.4547 -2.5123 -1.4277
H1 7.9997 -3.8659 4.4778
H2 6.6652 -3.2903 3.5058
H3 7.8412 -4.3756 2.7908
H4 9.4587 -2.3002 3.6884
H5 8.9795 -2.4799 2.0222
H6 8.6239 -0.2481 3.4600
H7 7.0886 -0.9743 3.8387
H8 8.1942 -0.2792 1.0519
H9 6.9125 0.5129 1.9516
H10 5.8714 -1.9559 1.9798
H11 5.4273 -0.7120 0.8545
H12 5.8766 -3.0295 -0.1186
H13 7.5331 -2.8838 0.3824
H14 8.0547 -1.2424 -1.2126
H15 7.0505 -2.3619 -2.0966
H16 6.3658 0.3834 -1.0114
H17 6.4518 -0.1290 -2.6819
H18 4.4694 -1.3715 -2.6170
H19 4.3958 -1.4667 -0.8782
H20 3.6094 0.7485 -2.7377
H21 2.6830 -0.0055 -1.4689
H22 4.7368 1.1929 -0.0310
H23 4.6448 2.2813 -1.3823
H24 3.1689 3.3181 0.0250
H25 2.8591 1.8886 0.9562
H26 1.0456 3.1668 -0.6643
H27 1.6266 1.9865 -1.8184
H28 1.2289 0.4212 0.4179
H29 0.0715 0.5650 -0.8842
H30 -0.1003 2.7402 1.1350
H31 -0.3550 1.1730 1.8530
H32 -2.0534 0.7757 -0.1331
H33 -1.9637 2.5444 -0.3061
H34 -2.8530 2.9165 1.8496
H35 -2.6280 1.2534 2.3577
H36 -4.9748 2.3864 1.3105
H37 -4.2936 1.5008 -0.0725
H38 -4.3954 -0.5926 1.1331
H39 -4.5886 0.2323 2.6645
H40 -6.7364 -0.6456 2.1833
H41 -6.8865 1.0712 1.8366
H42 -6.8266 0.6442 -0.8014
H43 -6.9628 -2.4054 0.2929
H44 -7.0667 -1.8362 -1.3900
H45 -9.3365 -0.6478 -0.4075
H46 -10.3807 -1.8331 1.2931
H47 -8.7025 -2.0237 1.8837
H48 -9.5140 -3.3058 0.9566
H49 -9.2201 -2.0573 -2.3875
H50 -8.9839 -3.4952 -1.3671
H51 -10.5348 -2.6536 -1.3578
C25 -8.5159 -0.9562 -5.4637
N1 -9.7610 -1.7662 -5.3748
O1 -9.7086 -2.8372 -4.8125
O2 -10.7621 -1.2930 -5.8735
H52 -7.7186 -1.5045 -4.9769
H53 -8.3089 -0.7985 -6.5177
H54 -8.7092 -0.0096 -4.9675
C26 -7.1616 3.8080 -0.4262
N2 -7.6015 3.8855 -1.8475
O3 -7.5080 2.8876 -2.5286
O4 -8.0282 4.9538 -2.2287
H55 -6.8084 2.8037 -0.2233
H56 -6.3717 4.5408 -0.2930
H57 -8.0208 4.0567 0.1895
C27 6.0116 2.8252 4.7242
N3 5.2570 2.3044 3.5565
O5 5.5617 2.7126 2.4537
O6 4.3699 1.5078 3.7764
H58 6.7521 3.5269 4.3616
H59 5.2856 3.3138 5.3644
H60 6.4797 1.9842 5.2282
C28 -0.6663 -2.6251 -1.9406
N4 -1.7305 -1.7104 -1.4459
O7 -2.3541 -2.0396 -0.4596
O8 -1.8936 -0.6793 -2.0613
H61 -0.6330 -3.4924 -1.2928
H62 -0.9213 -2.8964 -2.9602
H63 0.2687 -2.0727 -1.9163
C29 12.2055 -0.2046 3.9263
N5 11.2155 0.7947 4.4075
O9 10.7193 0.6159 5.4983
O10 10.9641 1.7189 3.6652
H64 12.3180 -0.9664 4.6881
H65 11.8137 -0.6240 3.0042
H66 13.1454 0.3072 3.7448
C30 3.0040 5.5738 3.4324
N6 3.1887 5.4578 4.9052
O11 4.3151 5.2503 5.3233
O12 2.2061 5.5676 5.5979
H67 3.9668 5.4429 2.9543
H68 2.3073 4.7948 3.1356
H69 2.5922 6.5556 3.2325
C31 -6.1794 -5.8851 2.0955
N7 -6.9736 -4.6783 2.4531
O13 -6.3854 -3.6221 2.5489
O14 -8.1621 -4.8350 2.6229
H70 -5.1445 -5.5887 1.9760
H71 -6.2997 -6.6011 2.9025
H72 -6.5912 -6.2798 1.1717
C32 6.4901 -3.7631 -4.9731
N8 5.3284 -4.5373 -4.4563
O15 5.5506 -5.4460 -3.6873
O16 4.2316 -4.1958 -4.8421
H73 7.3952 -4.1741 -4.5425
H74 6.4916 -3.8539 -6.0548
H75 6.3442 -2.7290 -4.6753
C33 5.2311 8.4857 0.3576
N9 4.0961 8.0203 1.1996
O17 3.4234 7.0975 0.7904
O18 3.9183 8.5973 2.2503
H76 5.2614 7.8781 -0.5384
H77 5.0524 9.5311 0.1266
H78 6.1360 8.3749 0.9470
C34 -12.8761 -3.4286 -6.8202
N10 -13.4549 -3.5973 -8.1818
O19 -12.9523 -2.9747 -9.0926
O20 -14.3968 -4.3534 -8.2922
H79 -12.0513 -2.7314 -6.8710
H80 -13.6665 -3.0550 -6.1766
H81 -12.5469 -4.4088 -6.4882

Properties
* frontier orbital gap: 9.7910 eV
* charge: 0
* SMILES: CCCCCCCCCCCCCCCCCCCCBCC(C)C.C[N+](=O)[O-].C[N+](=O)[O-].C[N+](=O)[O-].C[N+](=O)[O-].C[N+](=O)[O-].C[N+](=O)[O-].C[N+](=O)[O-].C[N+](=O)[O-].C[N+](=O)[O-].C[N+](=O)[O-]
* total energy: -3420.28713 hartree

Mulliken atomic charge list, values in e, 99 entries: C -1.3789; C -0.3046; C -0.4319; C -0.5055; C -0.0593; C -0.7793; C -0.7262; C -0.6785; C -0.6548; C -0.1429; C 0.1930; C -0.6464; C -1.4499; C -0.3129; C -0.8629; C 0.0855; C -1.0567; C -0.3015; C -0.5754; C -0.7686; B 0.2700; C -0.7303; C 1.2541; C -1.5370; C -1.6220; H 0.4172; H 0.3637; H 0.2629; H 0.2563; H 0.3748; H 0.0630; H 0.4479; H 0.5021; H -0.3537; H 0.2787; H 0.1740; H 0.3572; H 0.3464; H 0.4088; H 0.1764; H 0.1834; H 0.5502; H 0.4269; H 0.3043; H 0.3204; H -0.1191; H -0.3911; H 0.3254; H 0.3023; H 0.3102; H 0.5471; H 0.5124; H 0.5088; H 0.0852; H 0.2100; H 0.4939; H -0.0056; H 0.1490; H 0.3092; H 0.4485; H 0.2970; H 0.3126; H 0.0646; H 0.4462; H 0.2945; H 0.3910; H -0.2428; H 0.0868; H 0.2982; H 0.1831; H 0.3836; H 0.3424; H 0.3655; H 0.1814; H 0.3496; H 0.4632; C -0.8245; N 0.9503; O -0.5142; O -0.5917; H 0.3079; H 0.3176; H 0.3335; C -0.2262; N 0.9103; O -0.5198; O -0.5797; H -0.2460; H 0.3182; H 0.2943; C -0.8366; N 1.0353; O -0.5435; O -0.5614; H 0.2926; H 0.3125; H 0.2996; C -0.6417; N 0.9512